{
  "formula": "C28H52N2O2Si2Yb",
  "method": "ωB97M-V/def2-TZVPD",
  "gap_ev": [7.01, 6.99],
  "multiplicity": 2,
  "e_tot_ev": -84228.665,
  "lumo_ev": [-3.12, -3.12],
  "s2": 0.75,
  "de_lowest_kj_mol": 330.5,
  "largest_force_ev_per_a": 5.57,
  "total_charge": 1,
  "elements": ["Yb", "Si", "Si", "O", "O", "N", "N", "C", "C", "C", "C", "C", "C", "C", "C", "C", "C", "C", "C", "C", "C", "C", "C", "C", "C", "C", "C", "C", "C", "C", "C", "C", "C", "C", "C", "H", "H", "H", "H", "H", "H", "H", "H", "H", "H", "H", "H", "H", "H", "H", "H", "H", "H", "H", "H", "H", "H", "H", "H", "H", "H", "H", "H", "H", "H", "H", "H", "H", "H", "H", "H", "H", "H", "H", "H", "H", "H", "H", "H", "H", "H", "H", "H", "H", "H", "H", "H"],
  "positions_angstrom": [[0.0000, 0.0000, 0.0000], [-2.8732, -1.6574, 1.4911], [2.9168, -0.1576, -1.7577], [-0.5776, -4.8833, -1.1292], [-0.3016, -3.0237, -2.4250], [-0.3803, 3.0660, 0.1274], [0.2929, 2.1690, 0.6848], [3.5690, -0.7678, -3.4037], [-3.1739, 2.0822, -2.8599], [-3.5764, -0.1597, 2.3674], [-4.3652, -2.3337, 0.5755], [-2.3697, -2.8441, 2.8489], [-2.4313, 1.0842, -2.2214], [-1.5074, 1.4341, -1.2248], [-1.4906, -3.0164, -3.2525], [0.6801, -4.8710, -3.9721], [1.3916, -6.2912, -0.7346], [1.1140, 2.4996, 1.7956], [0.4733, -5.1850, -0.2090], [1.8354, 1.4981, 2.4545], [2.6146, 1.8153, 3.5754], [-2.0563, 3.7661, -1.5197], [1.0396, 0.1242, -1.8430], [-1.4750, -1.4034, 0.2070], [1.9582, 4.1371, 3.3931], [3.7928, 1.4568, -1.4204], [-1.3134, 2.7618, -0.8860], [3.3378, -1.4048, -0.4392], [1.1838, 3.8273, 2.2751], [2.6738, 3.1323, 4.0443], [-1.8475, -6.9651, -1.3874], [0.8319, -3.5599, -3.1592], [-1.8660, -5.4821, -1.0161], [-2.9875, 3.4241, -2.5094], [-1.4722, -1.9948, -4.4066], [-4.5538, -1.7682, -0.3352], [-1.3440, -0.9804, -4.0331], [1.6541, -5.2273, -4.3062], [0.8571, -7.2192, -0.9195], [-4.5607, -0.3895, 2.7725], [3.1283, -0.2153, -4.2326], [-4.2468, -3.3771, 0.2993], [-2.8613, -7.3582, -1.4485], [-3.5616, 4.1952, -3.0056], [-1.3191, -7.5507, -0.6375], [3.6735, -2.3471, -0.8698], [-1.7476, -2.3414, 3.5869], [-0.5717, -3.9148, -1.4933], [-2.5570, -4.9660, -1.6789], [1.7909, 0.4743, 2.1084], [3.5817, 2.1899, -2.1974], [-1.9143, 4.8046, -1.2500], [-0.5185, -1.8778, 0.3939], [2.1799, -6.5047, -0.0140], [1.1806, -2.8174, -3.8698], [1.6316, -3.6986, -2.4368], [4.6492, -0.6378, -3.4604], [0.2320, -5.6668, -3.3803], [0.0670, -4.7327, -4.8616], [-1.7116, -0.7688, -0.6389], [-2.9596, 0.1196, 3.2174], [1.8725, -5.9950, -1.6643], [3.3701, -1.8268, -3.5577], [-3.2416, -3.2367, 3.3692], [-1.6976, -4.0116, -3.6434], [0.0740, -5.4431, 0.7727], [3.2693, 3.3757, 4.9147], [0.7368, 0.1605, -2.8875], [-3.8897, 1.8152, -3.6273], [1.9965, 5.1569, 3.7565], [0.9465, 1.1574, -1.5410], [3.4956, 1.8807, -0.4672], [-2.4136, -2.0209, -4.9552], [-1.8025, -3.6874, 2.4637], [-0.6750, -2.1966, -5.1211], [-5.2599, -2.2721, 1.1933], [-2.3721, -2.8244, -2.6474], [-2.2526, -5.3624, -0.0075], [-3.6947, 0.7019, 1.7187], [3.1686, 1.0395, 4.0869], [-2.5814, 0.0550, -2.5034], [2.4725, -1.6216, 0.1817], [4.8721, 1.3124, -1.3889], [-1.3676, -7.1238, -2.3520], [0.6295, 4.6247, 1.7955], [1.0843, -4.2952, -0.0736], [4.1309, -1.0403, 0.2119]]
}